[1]
107
Properties=species:S:1:pos:R:3 method="wB97M-V/def2-TZVPD" multiplicity=1 gap_ev=9.3 e_tot_ev=-77346.021
O -0.6009 -2.9003 -2.7714
C -0.7235 -2.2057 -1.8276
O -1.0887 -2.6185 -0.5916
C -0.7739 -1.5909 0.3404
C -0.6944 -0.3317 -0.5354
Cl -2.2153 0.5983 -0.4628
C 0.4900 0.5277 -0.1599
O 0.3807 1.7937 -0.7748
O 1.6956 2.3508 -0.7399
O -0.5508 -0.8581 -1.8350
H -1.5567 -1.5451 1.0887
H 0.1937 -1.7982 0.8052
H 1.3898 0.0252 -0.5236
H 0.5450 0.6165 0.9322
H 1.6079 3.0086 -0.0348
C 4.8558 2.8605 -2.0674
O 5.2638 3.9040 -1.2076
C 4.6548 3.8175 0.0612
C 5.3813 4.6667 1.0785
O 6.5568 4.0601 1.5860
C 7.7244 4.1541 0.7849
C 8.4313 5.4857 0.8968
O 7.7673 6.4680 0.1288
C 8.2482 7.7648 0.3934
H 3.7703 2.8528 -2.2066
H 5.3396 3.0217 -3.0285
H 5.1644 1.8860 -1.6707
H 4.6439 2.7763 0.4112
H 3.6131 4.1708 -0.0020
H 4.7185 4.7643 1.9417
H 5.5817 5.6641 0.6810
H 7.5041 3.9308 -0.2617
H 8.3993 3.3878 1.1714
H 9.4662 5.3693 0.5433
H 8.4650 5.7885 1.9523
H 8.0969 8.0389 1.4442
H 7.6937 8.4549 -0.2391
H 9.3167 7.8513 0.1626
C 6.6662 1.8227 5.2098
O 5.3755 2.3515 5.4082
C 4.9601 3.1494 4.3155
C 3.4756 3.4249 4.3916
O 2.6711 2.3422 3.9409
C 2.4421 1.3076 4.8843
C 1.3162 1.6048 5.8491
O 1.7469 2.4945 6.8577
C 0.6753 2.9845 7.6290
H 7.4102 2.6184 5.0844
H 6.9191 1.2360 6.0908
H 6.6999 1.1780 4.3239
H 5.1914 2.6481 3.3677
H 5.5047 4.1042 4.3238
H 3.2540 4.2484 3.7090
H 3.1966 3.7302 5.4026
H 3.3549 1.0670 5.4344
H 2.1494 0.4353 4.2952
H 0.9775 0.6611 6.3017
H 0.4719 2.0391 5.2962
H -0.0387 3.5408 7.0106
H 1.0915 3.6514 8.3811
H 0.1390 2.1713 8.1328
C -8.0312 -3.8385 4.4112
O -6.9853 -4.1265 3.5142
C -6.1372 -5.1516 3.9924
C -5.2192 -5.6413 2.8951
O -5.8449 -6.5285 1.9842
C -6.6095 -5.9313 0.9485
C -5.7786 -5.4518 -0.2201
O -5.1549 -4.2208 0.0856
C -4.1803 -3.8674 -0.8700
H -7.6470 -3.5064 5.3835
H -8.6257 -3.0382 3.9752
H -8.6704 -4.7144 4.5720
H -6.7342 -5.9946 4.3650
H -5.5267 -4.7721 4.8252
H -4.4245 -6.2239 3.3660
H -4.7693 -4.7919 2.3752
H -7.2243 -5.1133 1.3317
H -7.2681 -6.7226 0.5850
H -6.4321 -5.3319 -1.0965
H -5.0226 -6.2107 -0.4616
H -3.3758 -4.6096 -0.9147
H -3.7619 -2.9089 -0.5689
H -4.6178 -3.7655 -1.8704
C -5.1543 -2.1573 -10.2728
O -4.8289 -2.0045 -8.9125
C -5.4798 -2.9582 -8.0966
C -4.8914 -2.9635 -6.7034
O -3.6604 -3.6587 -6.6094
C -2.4995 -2.9282 -6.9783
C -1.9757 -2.0300 -5.8818
O -2.7464 -0.8430 -5.7994
C -2.4894 -0.1328 -4.6108
H -6.2316 -2.0411 -10.4443
H -4.6245 -1.3841 -10.8256
H -4.8480 -3.1410 -10.6478
H -5.3789 -3.9609 -8.5331
H -6.5520 -2.7215 -8.0296
H -5.5833 -3.5093 -6.0579
H -4.7988 -1.9404 -6.3308
H -2.6706 -2.3516 -7.8907
H -1.7367 -3.6829 -7.1798
H -0.9275 -1.7767 -6.0960
H -2.0020 -2.5662 -4.9268
H -2.7535 -0.7273 -3.7277
H -3.0985 0.7693 -4.6281
H -1.4332 0.1493 -4.5279

***

[2]
102
Properties=species:S:1:pos:R:3 method="wB97M-V/def2-TZVPD" multiplicity=1 de_lowest_kj_mol=117.9 gap_ev=5.9 charge=+2 e_tot_ev=-76282.983
Ir 0.1576 0.1019 0.1717
C -3.7124 1.6178 -1.7171
N -2.6414 1.2931 -0.7689
C -1.5427 2.2424 -0.8694
C -2.6915 0.1748 -0.0314
N -1.6128 -0.3677 0.5426
C -1.6597 -1.5237 1.3864
C -2.6781 -1.8115 2.2893
C -2.7602 -3.0615 2.8752
C -1.8337 -4.0411 2.5236
C -0.7444 -3.7009 1.7415
C -0.5900 -2.3970 1.2698
N 0.5590 -1.8843 0.6296
C 1.7932 -2.3909 0.8049
N 2.7618 -2.1286 -0.1033
C 4.1440 -1.8723 0.3169
C 2.4481 -1.6033 -1.4176
N 2.1678 -3.1576 1.8475
C 1.6316 -2.9968 3.1873
C 3.1104 -4.2631 1.6924
N -3.9157 -0.4249 0.0650
C -5.0610 0.2927 0.6032
C -4.1315 -1.8126 -0.3190
H -3.2543 1.8586 -2.6768
H -4.2783 2.4884 -1.3842
H -4.3840 0.7798 -1.8547
H -1.9160 3.2471 -0.6773
H -1.1202 2.2150 -1.8747
H -0.7506 2.0339 -0.1410
H -3.4184 -1.0575 2.5148
H -3.5601 -3.2797 3.5689
H -1.9464 -5.0573 2.8755
H 0.0039 -4.4440 1.4986
H 4.2341 -1.9312 1.3957
H 4.4271 -0.8656 0.0053
H 4.8318 -2.5842 -0.1394
H 1.5736 -2.0980 -1.8237
H 3.2984 -1.7831 -2.0733
H 2.2612 -0.5210 -1.4048
H 1.0098 -2.1130 3.2307
H 2.4649 -2.8798 3.8822
H 1.0431 -3.8622 3.4944
H 3.3380 -4.4262 0.6435
H 2.6540 -5.1680 2.0971
H 4.0356 -4.0776 2.2397
H -4.7602 1.2804 0.9476
H -5.4643 -0.2588 1.4565
H -5.8595 0.4026 -0.1340
H -3.1890 -2.2850 -0.5880
H -4.8029 -1.8536 -1.1813
H -4.5808 -2.3822 0.4944
C -1.0830 -3.6349 -3.1755
N -1.3466 -2.2148 -3.4380
C -1.9154 -1.8364 -4.7392
C -0.8340 -1.3106 -2.6486
N -0.3878 -0.5049 -1.9431
H -2.0053 -4.1947 -3.3202
H -0.7488 -3.7598 -2.1473
H -0.3230 -4.0177 -3.8574
H -2.8606 -2.3581 -4.8768
H -1.2318 -2.1094 -5.5429
H -2.0883 -0.7643 -4.7652
C -2.2351 1.3711 3.8052
Si -0.4056 1.0764 4.1194
C 0.2362 2.1647 5.4762
C -0.2541 -0.6689 4.7539
Si 0.7333 1.3810 1.9967
Si 3.0074 1.6516 2.6434
C 3.5024 2.9364 3.8763
C 3.9431 1.9270 1.0390
C 3.3659 -0.0643 3.3038
Si 0.0784 3.8620 1.8152
C -1.7793 3.9570 1.7495
C 0.8646 4.2020 0.1613
C 0.6862 5.0075 3.1110
H -2.8218 0.7322 4.4730
H -2.5060 1.1182 2.7780
H -2.5344 2.4007 3.9981
H -0.3521 1.9676 6.3777
H 0.1705 3.2276 5.2706
H 1.2746 1.9261 5.7106
H -0.7324 -0.7038 5.7384
H 0.7819 -0.9796 4.8880
H -0.7627 -1.3897 4.1140
H 3.6051 3.9171 3.4120
H 4.4826 2.6524 4.2704
H 2.8192 3.0316 4.7179
H 3.9523 2.9865 0.7741
H 3.4829 1.3815 0.2103
H 4.9878 1.6094 1.1129
H 3.0596 -0.1611 4.3483
H 4.4406 -0.2729 3.2532
H 2.8411 -0.8218 2.7248
H -2.2701 2.9950 1.6324
H -2.0740 4.5995 0.9137
H -2.1576 4.4126 2.6664
H 0.7496 3.3743 -0.5355
H 1.9322 4.4014 0.2713
H 0.4084 5.0927 -0.2873
H 0.2806 4.7845 4.0930
H 0.3304 6.0038 2.8251
H 1.7698 5.0447 3.1930

***

[3]
127
Properties=species:S:1:pos:R:3 method="wB97M-V/def2-TZVPD" multiplicity=1 gap_ev=3.3 charge=+1 e_tot_ev=-151548.299
C -2.5759 0.7329 3.8362
S -3.0629 2.4303 3.2789
O -2.9649 3.3007 4.4518
O -4.4809 2.4522 2.9065
C -1.9959 2.9767 1.8276
C -2.3615 2.5392 0.4623
C -3.5481 1.5796 0.1629
F -3.6703 0.5718 1.1094
F -3.3382 0.8224 -0.9892
C -4.9508 2.3178 -0.1087
F -4.9767 2.5149 -1.4852
F -5.0321 3.5678 0.4277
C -6.1851 1.3823 0.2000
F -5.9690 0.1327 -0.3028
F -6.5860 1.3889 1.4833
F -7.2445 1.8863 -0.5291
C -1.5322 3.0916 -0.6243
C -1.8102 2.7576 -2.1459
O -2.6127 3.4226 -2.7231
O -1.2061 1.7294 -2.8016
C -0.3662 3.9938 -0.3926
P 0.5869 4.6516 -1.8582
O 1.5563 3.6052 -2.2438
O -0.3823 5.1027 -3.1384
O 1.3885 6.0830 -1.5565
C -0.0600 4.2643 1.0330
S 1.4479 5.2742 1.4144
O 1.2218 6.6773 1.1762
O 1.9721 5.0730 2.7357
F 2.5684 4.6037 0.4365
N -0.8830 3.7706 2.0149
N -0.5408 4.1191 3.3229
H -1.5945 0.4307 3.3705
H -2.4648 0.7048 4.9543
H -3.3866 0.0042 3.5316
H -0.7120 1.1860 -2.1546
H -1.1622 5.5727 -2.7763
H 0.6895 6.7299 -1.3087
H -1.1524 4.8566 3.6775
H -0.5096 3.3049 3.9350
O 6.4750 0.8530 -4.1544
P 6.8037 2.3473 -4.1473
N 6.8279 2.4680 -2.4344
C 6.3099 3.5365 -1.6100
C 8.0572 1.9513 -1.8388
N 5.2710 2.7844 -4.8356
C 4.0566 2.6705 -4.0373
C 5.0405 2.1464 -6.1337
N 7.3194 4.0597 -4.2834
C 6.4185 5.1790 -4.5122
C 8.4530 4.1756 -5.2198
H 6.9533 4.4275 -1.6158
H 6.2246 3.2028 -0.5713
H 5.3029 3.8359 -1.8939
H 8.8754 2.6804 -1.9184
H 8.3771 1.0333 -2.3374
H 7.9136 1.6988 -0.7852
H 4.0041 1.7253 -3.4834
H 3.1615 2.7493 -4.6595
H 3.9742 3.5003 -3.3361
H 4.7262 1.1021 -6.0281
H 5.9520 2.1608 -6.7391
H 4.2727 2.6841 -6.6967
H 5.9799 5.1732 -5.5146
H 6.9701 6.1182 -4.3951
H 5.6146 5.2158 -3.7786
H 8.1339 4.0129 -6.2559
H 9.2163 3.4272 -4.9807
H 8.9328 5.1544 -5.1472
O -4.7459 -1.1983 3.8364
P -5.2874 -2.6311 3.9978
N -4.2853 -3.2809 2.7687
C -4.6263 -4.2656 1.7640
C -2.9064 -3.4927 3.2042
N -6.8645 -2.1953 3.4275
C -7.0579 -1.8807 2.0179
C -7.4774 -1.1404 4.2398
N -5.9084 -4.2707 4.3790
C -7.1623 -4.8182 3.8795
C -5.8401 -4.5149 5.8326
H -4.6746 -5.2852 2.1685
H -3.8758 -4.2656 0.9682
H -5.5672 -4.0475 1.2644
H -2.8118 -4.4160 3.7910
H -2.5595 -2.6644 3.8279
H -2.2229 -3.5461 2.3530
H -6.2732 -1.2269 1.6281
H -8.0222 -1.3962 1.8453
H -7.0978 -2.7885 1.4157
H -7.0810 -0.1494 3.9927
H -7.2951 -1.3171 5.3046
H -8.5608 -1.1252 4.0979
H -8.0405 -4.3263 4.3066
H -7.2193 -5.8818 4.1338
H -7.2275 -4.7705 2.7940
H -6.5871 -3.9227 6.3725
H -4.8506 -4.2390 6.2141
H -5.9892 -5.5710 6.0674
O 0.9104 -2.5986 0.8979
P 1.7122 -3.2375 -0.2486
N 0.4181 -4.2568 -0.7371
C 0.4797 -5.6463 -1.1374
C -0.5845 -3.5678 -1.5439
N 2.7995 -4.0090 0.8647
C 2.3311 -5.1112 1.6990
C 3.5013 -3.0456 1.7152
N 2.7249 -3.8793 -1.5866
C 3.7123 -4.9403 -1.4443
C 3.3435 -2.7674 -2.3337
H 0.8788 -5.7783 -2.1519
H -0.5212 -6.0871 -1.1209
H 1.0668 -6.2545 -0.4538
H -0.2533 -3.4617 -2.5862
H -0.7813 -2.5663 -1.1513
H -1.5395 -4.0992 -1.5319
H 1.3551 -4.9106 2.1558
H 3.0423 -5.3302 2.4991
H 2.2729 -6.0352 1.1238
H 2.8709 -2.6877 2.5370
H 3.8177 -2.1742 1.1329
H 4.4038 -3.4922 2.1403
H 4.5835 -4.6339 -0.8588
H 4.0663 -5.2408 -2.4363
H 3.2888 -5.8382 -0.9980
H 4.1300 -2.2801 -1.7468
H 2.5878 -2.0121 -2.5779
H 3.7692 -3.1095 -3.2795

***

[4]
127
Properties=species:S:1:pos:R:3 method="wB97M-V/def2-TZVPD" multiplicity=1 de_lowest_kj_mol=111.0 gap_ev=8.6 e_tot_ev=-146389.693
C -3.8849 6.2989 2.2449
C -4.1063 5.8154 3.6902
O -3.3272 4.6371 3.7837
S -2.5788 4.1742 2.4050
O -3.3719 3.1876 1.6933
O -1.1908 3.8601 2.6343
O -2.7067 5.6747 1.7470
H -3.7470 7.3759 2.3114
H -4.7199 6.0364 1.5974
H -5.1696 5.6363 3.8368
H -3.6722 6.4925 4.4235
C 0.0824 0.0020 -4.0870
C -0.8012 1.2867 -3.9161
O -2.1136 0.8634 -4.2525
S -2.3517 -0.6602 -3.7460
O -3.3871 -1.3009 -4.5112
O -2.4232 -0.6963 -2.2915
O -0.8607 -1.0401 -4.2391
H 0.7338 -0.1528 -3.2306
H 0.6198 0.1181 -5.0255
H -0.5527 2.0685 -4.6285
H -0.8845 1.6538 -2.8921
C 0.3190 1.2085 1.5108
C -0.0384 1.4542 0.0124
O 0.9345 0.7597 -0.7565
S 1.3976 -0.5468 0.0777
O 2.6988 -0.9394 -0.3090
O 0.3693 -1.5580 0.0304
O 1.4027 0.3103 1.4828
H -0.5490 0.7588 1.9944
H 0.6631 2.0828 2.0590
H -0.1015 2.4990 -0.2829
H -1.0125 1.0018 -0.1900
C 5.9202 -0.5630 0.4920
C 5.2656 -1.6251 1.3824
O 6.3427 -2.1595 2.1807
S 7.4651 -1.0216 2.4432
O 8.8064 -1.4098 2.0548
O 7.2832 -0.4921 3.7445
O 6.8635 0.0124 1.3500
H 5.2364 0.2229 0.1712
H 6.3003 -0.9570 -0.4544
H 4.6936 -2.3907 0.8671
H 4.4707 -1.1915 1.9946
C 2.7837 7.6062 -0.8423
C 1.3300 7.5171 -1.3369
O 0.7178 6.5763 -0.4780
S 1.7831 5.4133 0.0164
O 1.7060 4.3529 -0.9678
O 1.7388 5.1081 1.4354
O 3.0997 6.3205 -0.3517
H 2.9658 8.4142 -0.1351
H 3.4011 7.8171 -1.7166
H 1.2108 7.1327 -2.3502
H 0.8730 8.5000 -1.2367
C 2.7045 -6.3282 -5.0107
C 2.7545 -4.7986 -5.0218
O 2.8961 -4.1474 -6.0472
N 2.6582 -4.2783 -3.7763
C 2.5808 -2.8645 -3.5472
H 3.4885 -6.7831 -5.6129
H 1.7803 -6.5271 -5.5648
H 2.5790 -6.8389 -4.0585
H 2.5946 -4.8921 -2.9743
H 2.5757 -2.7303 -2.4641
H 1.7312 -2.3603 -4.0092
H 3.4651 -2.3067 -3.8695
C -4.3033 2.0449 -1.4894
C -3.6210 3.2720 -2.0770
O -3.6796 3.4794 -3.2782
N -2.9083 4.0114 -1.2004
C -2.0560 5.1071 -1.6176
H -5.3516 2.2541 -1.2734
H -3.8255 1.5891 -0.6183
H -4.2736 1.2133 -2.1941
H -2.7169 3.6078 -0.2984
H -1.0902 4.9389 -1.1446
H -2.4921 6.0896 -1.4361
H -1.7999 5.1219 -2.6781
C -2.8198 -2.6178 1.6730
C -3.5075 -1.3235 1.2640
O -2.8357 -0.3830 0.8731
N -4.8384 -1.3202 1.4732
C -5.6866 -0.1209 1.3133
H -1.8507 -2.3772 2.1108
H -2.4869 -3.1735 0.7923
H -3.4597 -3.2234 2.3104
H -5.4220 -2.1194 1.6406
H -5.2452 0.7770 1.7382
H -6.6728 -0.3239 1.7277
H -5.8780 0.0360 0.2493
C -1.3004 4.0493 6.3614
C -1.2993 2.6212 5.8491
O -0.2807 1.9483 5.8793
N -2.4647 2.1814 5.3458
C -2.7034 0.8372 4.7948
H -2.3392 4.3631 6.4811
H -0.9010 4.6846 5.5657
H -0.7043 4.2584 7.2437
H -3.0196 2.9049 4.9183
H -1.8487 0.5661 4.1731
H -3.5268 0.8550 4.0803
H -2.9224 0.0804 5.5428
C 2.9530 -4.3532 0.2862
C 3.3413 -5.6865 -0.3594
O 2.8348 -5.9276 -1.4487
N 4.2532 -6.4705 0.2275
C 4.8568 -7.6512 -0.3397
H 1.8914 -4.4277 0.5104
H 3.2367 -3.5099 -0.3338
H 3.5104 -4.3108 1.2268
H 4.4486 -6.3166 1.2034
H 5.3101 -7.4462 -1.3140
H 4.0794 -8.3861 -0.5556
H 5.7016 -8.0698 0.2007
C -0.5026 -3.8740 -2.0909
C -1.7001 -4.8022 -1.8173
O -2.5939 -4.8271 -2.6509
N -1.7331 -5.6331 -0.7442
C -0.7135 -5.9009 0.2115
H -0.0104 -3.7477 -1.1252
H -0.8620 -2.8878 -2.3693
H 0.0308 -4.4075 -2.8740
H -2.6293 -6.0971 -0.8156
H -0.3579 -4.9763 0.6772
H 0.1869 -6.3239 -0.2447
H -1.1362 -6.5658 0.9610